# 1
Molecular formula: C11H18BrN2O7S3
Method: DFT, wB97M-V/def2-TZVPD

Results
total charge: -1
F_max: 2.7 eV Å⁻¹
M: 466.38 u
HOMO-LUMO gap: 0.2861 hartree
HOMO energy: -5.6437 eV
E_tot: -131560.1485 eV

Last column: Löwdin charge in e.
CARTESIAN COORDINATES (ANGSTROEM)
O (2.43975, -2.04846, -0.22604)  -0.348
S (3.03062, -3.18926, 0.44971)  0.482
O (3.63069, -4.09646, -0.50086)  -0.342
C (4.41460, -2.52740, 1.38538)  -0.252
C (5.52257, -2.06445, 0.41600)  -0.316
C (6.00284, -0.64011, 0.74478)  -0.598
Br (6.50124, 0.32606, -0.89044)  0.571
N (2.10240, -3.91080, 1.53910)  -0.336
S (0.61126, -4.19444, 1.02189)  0.512
O (-0.04081, -5.21494, 1.79670)  -0.333
O (0.56880, -4.47502, -0.39280)  -0.342
C (-0.29983, -2.61274, 1.17776)  -0.334
C (-1.44533, -2.53245, 0.42410)  -0.041
C (-2.14387, -1.34568, 0.47338)  -0.054
C (-1.59294, -0.38310, 1.27880)  -0.099
C (-0.46540, -0.56317, 2.02319)  -0.140
N (0.20995, -1.71097, 1.97852)  0.106
H (4.06003, -1.65229, 1.93588)  0.088
H (4.81044, -3.25923, 2.08999)  0.095
H (5.11827, -2.05016, -0.59596)  0.073
H (6.37962, -2.73695, 0.45274)  0.108
H (6.81350, -0.61563, 1.47057)  0.057
H (5.16915, -0.07953, 1.16590)  0.047
H (-1.77874, -3.35470, -0.19150)  0.117
H (-3.03950, -1.17474, -0.10645)  0.106
H (-2.10226, 0.58213, 1.35310)  0.077
H (-0.07246, 0.23336, 2.64732)  0.103
O (-3.68771, 1.70086, -0.88134)  -0.270
S (-3.70764, 3.08593, -0.53442)  0.568
O (-4.92561, 3.74704, -0.17926)  -0.278
O (-2.98568, 3.91695, -1.68688)  -0.262
C (-3.45727, 3.75133, -3.03576)  -0.254
C (-4.75501, 4.49533, -3.28585)  -0.077
C (-2.51823, 3.38383, 0.72888)  -0.129
H (-3.55636, 2.69019, -3.27093)  0.116
H (-2.67509, 4.15225, -3.67804)  0.121
H (-5.57505, 4.06158, -2.71460)  0.070
H (-5.01812, 4.45242, -4.34342)  0.079
H (-4.66395, 5.53887, -2.98310)  0.083
H (-1.57823, 2.91711, 0.44490)  0.076
H (-2.90023, 2.94016, 1.64591)  0.074
H (-2.40042, 4.45726, 0.85310)  0.073

---

# 2
Molecular formula: C11H18Cl2N5
Method: DFT, wB97M-V/def2-TZVPD

Results
total charge: +1
F_max: 7.4 eV Å⁻¹
M: 291.21 u
HOMO-LUMO gap: 0.3009 hartree
HOMO energy: -11.7921 eV
E_tot: -44181.3854 eV

Last column: Löwdin charge in e.
CARTESIAN COORDINATES (ANGSTROEM)
C (4.46816, -1.11709, 2.52409)  0.083
C (4.13882, -0.37144, 1.47691)  -0.096
C (3.48991, 0.56938, 0.31314)  -0.105
C (1.90707, 0.74868, 0.65711)  -0.117
N (1.56193, 0.80245, 2.06545)  0.101
C (0.10872, 1.01220, 2.18705)  0.062
C (-0.38940, 1.04865, 0.70350)  -0.075
C (-1.94397, 1.28212, 0.36704)  -0.059
C (-2.79960, -0.06663, 0.11072)  -0.612
N (-2.02585, -1.33941, 0.22989)  0.046
N (-3.45445, 0.10050, -1.25062)  0.019
N (-3.90900, -0.08763, 1.13391)  0.023
N (0.75051, 0.86373, -0.22951)  0.011
C (0.75800, 0.84627, -1.72353)  -0.570
Cl (2.10422, 1.92954, -2.43187)  0.620
C (0.79689, -0.62251, -2.39775)  -0.640
C (1.59434, -1.74408, -1.54269)  -0.127
Cl (-0.92057, -1.21687, -2.81728)  0.576
H (4.41850, -1.67102, 3.54419)  0.077
H (3.96765, 1.62320, 0.41515)  0.136
H (3.65654, 0.11469, -0.72844)  0.091
H (2.13475, 0.76016, 2.92303)  0.160
H (-0.47850, 1.12360, 3.18082)  0.151
H (-2.00830, 2.05427, -0.49534)  0.126
H (-2.40545, 1.81410, 1.29726)  0.130
H (-2.26051, -1.75045, 1.16406)  0.090
H (-2.49630, -1.99902, -0.43712)  0.072
H (-4.31163, -0.47513, -1.30615)  0.078
H (-3.76545, 1.08976, -1.37309)  0.082
H (-4.67584, -0.71394, 0.81364)  0.084
H (-4.33828, 0.85588, 1.25264)  0.080
H (-0.23177, 1.34533, -2.07048)  0.121
H (1.35217, -0.54647, -3.42062)  0.111
H (1.20163, -2.77683, -1.92020)  0.092
H (2.74031, -1.76686, -1.76993)  0.097
H (1.36120, -1.71786, -0.41444)  0.083

---

# 3
Molecular formula: C11H18Cl4F2MgN3
Method: DFT, wB97M-V/def2-TZVPD

Results
total charge: +1
F_max: 2.1 eV Å⁻¹
M: 396.40 u
HOMO-LUMO gap: 0.0851 hartree
HOMO energy: -9.4730 eV
E_tot: -77122.9844 eV

Last column: Löwdin charge in e.
CARTESIAN COORDINATES (ANGSTROEM)
C (0.83268, -0.70835, -0.79410)  -0.159
C (-0.46074, -0.30347, -1.48909)  -0.704
Cl (-0.12416, 0.41827, -3.12262)  0.616
C (-1.50458, -1.43852, -1.69207)  -0.603
Cl (-1.34439, -2.78868, -0.54391)  0.716
C (-2.87888, -0.81240, -1.45822)  -0.245
C (-3.41686, 0.20233, -2.18924)  0.018
N (-4.64383, 0.45152, -1.59159)  0.122
C (-4.82409, -0.36830, -0.58068)  -0.058
N (-3.76084, -1.15736, -0.46087)  0.122
H (1.64364, -0.14257, -1.26403)  0.051
H (1.08719, -1.76483, -0.85740)  0.057
H (0.76185, -0.33355, 0.23336)  0.042
H (-0.93310, 0.48228, -0.90086)  0.075
H (-1.50490, -1.75983, -2.73325)  0.102
H (-2.96018, 0.69467, -3.03120)  0.122
H (-5.27282, 1.17647, -1.90176)  0.182
H (-5.66871, -0.43081, 0.08734)  0.165
H (-3.62824, -1.87630, 0.26958)  -0.026
C (5.38181, 1.17210, 0.32128)  -0.182
C (4.81168, 2.32194, -0.49963)  -0.234
C (3.95161, 3.26059, 0.35183)  -0.145
C (2.84375, 2.51537, 0.94313)  -0.088
N (2.00539, 1.88865, 1.40852)  0.249
H (4.59501, 0.54042, 0.73783)  0.086
H (6.01943, 0.53419, -0.29377)  0.079
H (5.98725, 1.55794, 1.16683)  -0.191
H (4.22310, 1.90878, -1.31936)  0.120
H (5.62220, 2.89768, -0.94885)  0.116
H (3.55653, 4.07630, -0.25383)  0.131
H (4.54148, 3.69849, 1.16112)  0.129
C (-4.81242, -3.79584, 3.08745)  -0.965
Cl (-3.75771, -3.09101, 1.83522)  0.592
Cl (-5.56965, -5.28077, 2.52968)  0.546
H (-4.20116, -4.01111, 3.95568)  0.036
H (-5.58328, -3.07635, 3.33634)  0.031
F (-0.50097, 0.82277, 1.30936)  -0.418
Mg (7.61715, 1.33218, 2.22579)  0.693
F (1.83979, 1.01921, 3.15706)  -0.181

---

# 4
Molecular formula: C11H18Cl6O4
Method: DFT, wB97M-V/def2-TZVPD

Results
total charge: 0
F_max: 0.9 eV Å⁻¹
M: 426.98 u
HOMO-LUMO gap: 0.3951 hartree
HOMO energy: -10.1618 eV
E_tot: -95024.2882 eV

Last column: Löwdin charge in e.
CARTESIAN COORDINATES (ANGSTROEM)
O (1.71230, -0.61991, -2.41221)  0.095
C (2.57479, 0.05440, -2.89959)  -0.510
O (3.54529, -0.46548, -3.69313)  0.014
C (4.42476, 0.59147, -4.17551)  -0.139
C (4.25145, 1.70570, -3.15256)  -0.150
C (2.78210, 1.54952, -2.75436)  -0.097
H (4.11065, 0.82061, -5.19455)  0.125
H (5.42149, 0.15809, -4.20177)  0.122
H (4.51245, 2.69616, -3.51687)  0.115
H (4.88571, 1.46625, -2.29565)  0.109
H (2.12681, 2.02691, -3.48961)  0.135
H (2.52666, 1.86694, -1.75201)  0.059
O (2.82208, -0.15921, 4.69578)  0.090
C (3.66845, -0.97097, 4.48302)  -0.519
O (4.46884, -0.88492, 3.40645)  -0.029
C (5.50244, -1.88528, 3.44304)  -0.149
C (5.51924, -2.40714, 4.89427)  -0.133
C (4.07817, -2.14430, 5.35674)  -0.064
H (6.44360, -1.40278, 3.19778)  0.126
H (5.21863, -2.65901, 2.73547)  0.082
H (6.20275, -1.84208, 5.52324)  0.114
H (5.78888, -3.46186, 4.89778)  0.113
H (4.01662, -1.79879, 6.38580)  0.123
H (3.39937, -2.98331, 5.21176)  0.127
C (2.35477, -2.97799, -0.06206)  -1.030
Cl (2.77577, -3.43237, 1.60309)  0.532
Cl (2.72008, -4.28274, -1.19048)  0.519
H (1.28639, -2.80469, -0.07415)  0.029
H (2.85718, -2.07772, -0.38771)  -0.035
C (2.22393, 1.02438, 1.53093)  -0.977
Cl (0.87299, 1.69325, 0.59665)  0.541
Cl (3.50242, 0.39310, 0.49480)  0.601
H (2.62878, 1.85028, 2.09314)  -0.007
H (1.87875, 0.23931, 2.18977)  0.021
C (3.84316, 2.96057, 5.25601)  -1.018
Cl (4.72568, 3.37611, 3.78155)  0.513
Cl (4.84956, 2.01400, 6.34696)  0.521
H (3.59616, 3.88498, 5.76108)  0.021
H (2.96103, 2.38213, 5.01372)  0.011

---

# 5
Molecular formula: C11H18F3N3O3
Method: DFT, wB97M-V/def2-TZVPD

Results
total charge: 0
F_max: 4.4 eV Å⁻¹
M: 297.28 u
ΔE to the lowest compared entry with this formula, charge and spin: 66.29 kcal/mol
HOMO-LUMO gap: 0.3136 hartree
HOMO energy: -8.3340 eV
E_tot: -30461.1987 eV

Last column: Löwdin charge in e.
CARTESIAN COORDINATES (ANGSTROEM)
C (2.09943, 1.64780, 2.61279)  -0.049
C (1.38302, 1.12626, 1.26363)  -0.285
C (2.29136, 1.24565, -0.06155)  -0.032
N (0.14927, 0.60812, 1.28196)  0.070
C (-0.79683, 1.67520, 1.65993)  -0.251
C (-0.90054, 2.93578, 0.63825)  -0.362
O (-0.36299, 3.04898, -0.46816)  0.060
N (-1.80674, 3.79917, 1.36713)  0.022
C (-2.88710, 2.86672, 1.88185)  -0.140
C (-2.35656, 1.35471, 1.74714)  -0.302
N (-2.88869, 0.60613, 2.91007)  0.016
H (1.79974, 2.73087, 2.78747)  0.084
H (3.22214, 1.66218, 2.40957)  0.071
H (1.88458, 0.98363, 3.50157)  0.086
H (2.13559, 0.30822, -0.67938)  0.070
H (2.07676, 2.17987, -0.66712)  0.084
H (3.37725, 1.32862, 0.27938)  0.068
H (-0.53186, 2.19076, 2.63984)  0.143
H (-2.18945, 4.61041, 0.86551)  0.127
H (-3.68947, 2.97207, 1.06667)  0.125
H (-3.31021, 3.21534, 2.87453)  0.122
H (-2.55620, 0.82965, 0.76362)  0.150
H (-3.76222, 1.01562, 3.26393)  0.065
H (-2.19953, 0.51908, 3.66695)  0.075
C (-0.41232, -1.51765, -2.35376)  -0.060
C (0.92082, -1.87022, -2.97820)  -0.206
O (1.39447, -3.13396, -2.48559)  0.024
C (0.88453, -4.22555, -3.08132)  -0.377
O (0.07867, -4.19935, -3.96991)  0.168
C (1.50846, -5.48960, -2.49682)  -0.524
F (1.57052, -5.45766, -1.15289)  0.158
F (2.76902, -5.67073, -2.93510)  0.158
F (0.82601, -6.59749, -2.82077)  0.161
H (-0.33837, -1.54190, -1.26382)  0.078
H (-0.73497, -0.52215, -2.66394)  0.085
H (-1.18260, -2.23709, -2.64024)  0.077
H (1.66467, -1.12374, -2.69346)  0.112
H (0.87036, -1.87375, -4.06976)  0.126

---

# 6
Molecular formula: C11H18F5NOP
Method: DFT, wB97M-V/def2-TZVPD

Results
total charge: +1
F_max: 4.8 eV Å⁻¹
M: 306.23 u
HOMO-LUMO gap: 0.4464 hartree
HOMO energy: -15.5930 eV
E_tot: -38105.7774 eV

Last column: Löwdin charge in e.
CARTESIAN COORDINATES (ANGSTROEM)
C (-0.12960, -0.30617, 2.52113)  -0.075
C (0.54413, 0.92937, 1.85829)  -0.394
C (1.83745, 1.40224, 2.61104)  -0.065
C (0.88875, 0.78091, 0.32102)  -0.192
P (1.10527, -0.93020, -0.28999)  1.023
C (2.31899, -1.77861, 0.80117)  -0.111
C (-0.41563, -1.93690, -0.43942)  -0.229
C (-1.74381, -1.17037, -0.78246)  -0.169
C (-1.62527, -0.02933, -1.84071)  -0.066
C (-2.33378, 1.28469, -1.40981)  -0.421
F (-3.65157, 1.13552, -1.70674)  0.126
F (-2.26941, 1.51041, -0.07196)  0.107
C (-1.81185, 2.56373, -2.15459)  -0.553
F (-2.01866, 3.61286, -1.33222)  0.156
F (-0.50549, 2.54861, -2.40840)  0.169
F (-2.54101, 2.81708, -3.22389)  0.204
O (1.85159, -0.78527, -1.79493)  -0.107
C (1.86966, -1.94519, -2.42754)  -0.395
N (1.82128, -2.87310, -3.04696)  0.228
H (-0.55760, 0.04869, 3.48139)  0.103
H (0.55942, -1.12658, 2.78746)  0.077
H (-0.98982, -0.65499, 1.92354)  0.061
H (-0.17737, 1.76588, 1.93077)  0.136
H (1.89289, 1.01183, 3.64621)  0.092
H (1.89412, 2.50642, 2.59038)  0.095
H (2.75462, 1.02213, 2.11151)  0.071
H (0.19763, 1.33468, -0.34096)  0.078
H (1.87403, 1.27747, 0.16797)  0.117
H (1.92327, -2.77465, 1.08194)  0.083
H (3.29336, -1.90409, 0.28983)  0.087
H (2.47112, -1.16982, 1.70939)  0.052
H (-0.56606, -2.41496, 0.55324)  0.107
H (-0.31542, -2.78404, -1.15034)  0.113
H (-2.21732, -0.84924, 0.16504)  0.109
H (-2.43722, -1.93062, -1.19142)  0.130
H (-0.60081, 0.17305, -2.20358)  0.105
H (-2.18990, -0.36143, -2.73539)  0.147